No. 1
Formula: C14H36N4O8P3
Source: the OMol25 dataset
Level of theory: the ωB97M-V functional and the def2-TZVPD basis

Positions of all 65 atoms, in Å:
C 2.0601 -3.1964 2.1895
C 1.9081 -1.7418 2.7069
O 2.2547 -1.4255 3.7767
O 1.3271 -0.8566 1.8004
C -0.1121 -0.9508 1.8545
C -0.7590 0.0614 0.8886
C -0.7512 -0.3705 -0.6185
C -1.9301 -1.3324 -0.9641
C -1.6782 -2.8259 -0.6218
C -0.1921 -3.2702 -0.7862
P -0.1328 -5.1287 -0.8781
P 1.9246 -5.8611 -1.1480
N 2.4650 -6.7373 0.0024
O 1.9348 -6.7183 -2.5319
O 2.8732 -4.5499 -1.3901
P -1.2449 -6.0611 0.7588
N -1.1268 -5.2037 2.0473
O -2.7593 -6.1913 0.2178
O -0.7273 -7.5806 1.0344
H 2.4232 -3.1100 1.1462
H 2.7126 -3.7993 2.8304
H 1.0347 -3.6166 2.1132
H -0.4788 -1.9916 1.7422
H -0.3993 -0.6380 2.8833
H -1.7811 0.3552 1.1941
H -0.1576 0.9915 0.9257
H -0.9468 0.5657 -1.1708
H 0.2432 -0.7128 -0.9526
H -2.7890 -1.0078 -0.3423
H -2.2535 -1.1675 -2.0083
H -2.0252 -3.1341 0.3803
H -2.2748 -3.4311 -1.3442
H 0.2858 -2.8723 -1.7047
H 0.4077 -2.9204 0.0704
H -0.8325 -5.4471 -2.0791
H 1.7513 -6.7979 0.7290
H 2.3382 -6.1916 -3.2480
H 2.4144 -3.9363 -1.9955
H -0.7339 -5.7309 2.8241
H -3.2934 -5.5385 0.7091
H -0.2675 -7.6019 1.8896
C 1.1025 2.7425 -2.0189
O 0.7691 2.0753 -1.0513
N 0.3825 3.7434 -2.5527
C 0.8419 4.4963 -3.7064
C -0.8968 4.0835 -1.9545
H 2.0549 2.5668 -2.5449
H 0.9317 5.5502 -3.4372
H 0.1193 4.3911 -4.5181
H 1.8106 4.1316 -4.0433
H -0.7387 4.3650 -0.9137
H -1.5527 3.2113 -1.9851
H -1.3597 4.9085 -2.4908
C 0.3269 8.5719 0.5855
O 0.5959 8.3148 -0.5721
N -0.2806 7.7240 1.4439
C -0.5758 8.0890 2.8160
C -0.6463 6.4052 0.9669
H 0.5665 9.5489 1.0370
H -0.0639 7.4011 3.4925
H -1.6530 8.0255 2.9846
H -0.2433 9.1043 3.0239
H 0.2518 5.8849 0.6272
H -1.3300 6.5066 0.1217
H -1.1244 5.8324 1.7591

Computed properties:
HOMO energy	-10.719	eV
net charge	+1
LUMO level	-4.18	eV

natural (NBO) atomic charge list, values in e, 6 entries:
1. C -0.750
2. C 0.817
3. O -0.505
4. O -0.560
5. C -0.084
6. C -0.435

***

No. 2
Formula: C36H36F6O4S
Source: the OMol25 dataset
Level of theory: the ωB97M-V functional and the def2-TZVPD basis

Positions of all 83 atoms, in Å:
C 2.0963 0.3573 0.0095
C 3.3016 -0.7449 -0.3502
C 4.1871 -0.2912 -1.6729
C 2.6305 -2.2465 -0.5396
C 3.4284 -3.3270 0.3999
F 4.9057 -3.0712 0.2179
C 3.3431 -4.9330 0.0736
O 4.1974 -5.5101 1.1640
S 4.0048 -4.4387 2.5204
O 5.2889 -3.8031 3.1195
O 3.4134 -5.3266 3.6472
O 2.9219 -3.2767 1.8116
H 2.6624 1.3956 0.1142
H 1.6573 -0.0194 1.0531
H 1.2359 0.3683 -0.7837
H 4.0439 -0.6827 0.5799
H 3.6419 -0.6173 -2.6607
H 4.4906 0.8489 -1.6446
H 5.1905 -0.9328 -1.6222
H 1.4764 -2.1521 -0.2502
H 2.6551 -2.5325 -1.6778
H 3.9442 -5.0167 -0.9269
H 2.3014 -5.4463 -0.0983
F -0.6739 0.4436 -1.5759
C -1.5595 -0.5409 -1.3733
C -2.2889 -1.0371 -2.4482
C -3.2074 -2.0657 -2.2385
C -3.3943 -2.5796 -0.9529
C -2.6611 -2.0713 0.1204
C -1.7347 -1.0506 -0.0915
H -2.1363 -0.6199 -3.4382
H -3.7769 -2.4659 -3.0736
H -4.1140 -3.3788 -0.7891
H -2.8113 -2.4701 1.1208
H -1.1499 -0.6500 0.7298
F -5.8439 -0.9343 -2.4596
C -5.8741 0.3888 -2.6670
C -4.7505 1.1533 -2.3728
C -4.7797 2.5303 -2.5935
C -5.9372 3.1294 -3.0962
C -7.0617 2.3542 -3.3837
C -7.0283 0.9759 -3.1735
H -3.8632 0.6717 -1.9751
H -3.9038 3.1357 -2.3740
H -5.9611 4.2041 -3.2640
H -7.9629 2.8234 -3.7711
H -7.8902 0.3571 -3.3999
F -4.9653 -5.4338 -1.1214
C -4.4098 -6.4186 -0.4029
C -3.2381 -6.1723 0.3044
C -2.6621 -7.1959 1.0567
C -3.2590 -8.4587 1.0846
C -4.4321 -8.6974 0.3673
C -5.0139 -7.6706 -0.3759
H -2.7842 -5.1875 0.2641
H -1.7504 -7.0114 1.6195
H -2.8069 -9.2580 1.6680
H -4.8926 -9.6823 0.3872
H -5.9305 -7.8363 -0.9321
F 3.2109 3.1272 1.1810
C 2.3058 3.5277 2.0838
C 1.2707 4.3680 1.6887
C 0.3253 4.7811 2.6273
C 0.4319 4.3577 3.9543
C 1.4774 3.5183 4.3422
C 2.4161 3.0965 3.4011
H 1.2088 4.6934 0.6554
H -0.4923 5.4318 2.3268
H -0.3032 4.6837 4.6870
H 1.5606 3.1934 5.3765
H 3.2300 2.4369 3.6834
F 1.7373 7.7521 0.8944
C 3.0604 7.6643 0.7042
C 3.7153 8.6567 -0.0169
C 5.0938 8.5684 -0.2108
C 5.8009 7.4818 0.3098
C 5.1338 6.4882 1.0278
C 3.7573 6.5826 1.2311
H 3.1482 9.4889 -0.4209
H 5.6163 9.3431 -0.7664
H 6.8754 7.4110 0.1545
H 5.6856 5.6413 1.4285
H 3.2242 5.8239 1.7944

Computed properties:
HOMO energy	-9.256	eV
structure (SMILES)	CC(C)C[C@]1(F)COS(=O)(=O)O1.Fc1ccccc1.Fc1ccccc1.Fc1ccccc1.Fc1ccccc1.Fc1ccccc1
LUMO level	-0.10	eV
relative energy (zero: lowest compared OMol25 entry of this formula, charge and spin)	0.0000	eV

Löwdin atomic charge list, values in e, 6 entries:
1. C -0.088
2. C -0.359
3. C -0.108
4. C -0.057
5. C -0.348
6. F -0.047

***

No. 3
Formula: C2F6LuNO2S2
Source: the OMol25 dataset
Level of theory: the ωB97M-V functional and the def2-TZVPD basis

Positions of all 14 atoms, in Å:
S 2.2953 1.3662 -2.4519
C 0.6390 0.7998 -2.7996
F 0.3305 -0.4282 -2.3509
F 0.4203 0.6593 -4.2019
F -0.2937 1.7102 -2.4612
Lu 0.4231 2.4009 2.1744
N 0.2844 0.8693 0.5220
S 0.3644 -0.3501 1.4576
O 1.3342 -1.4282 1.2303
O 0.4015 0.2363 2.8813
C -1.2526 -1.2859 1.4982
F -1.4929 -1.8060 0.3008
F -2.2496 -0.4722 1.8159
F -1.2040 -2.2714 2.3849

Computed properties:
HOMO energy (spin up / spin down)	-13.314 / -12.887	eV
net charge	+1
LUMO level (spin up / spin down)	-7.79 / -7.79	eV
spin multiplicity	2

natural (NBO) atomic charge list, values in e, 6 entries:
1. S 0.193
2. C 0.767
3. F -0.297
4. F -0.341
5. F -0.320
6. Lu 2.337

***

No. 4
Formula: C3H3NOS2
Source: the OMol25 dataset
Level of theory: the ωB97M-V functional and the def2-TZVPD basis

Positions of all 10 atoms, in Å:
C -0.0582 0.3787 0.9378
C -0.5039 -0.8627 0.3350
C 0.3584 0.0461 -1.5377
N -0.2193 0.5822 2.1767
O -0.3663 -0.9866 -0.9716
S -1.2118 -2.1068 1.1330
S 0.6663 1.3593 -0.3075
H 1.4401 -0.3578 -1.9152
H -0.1758 0.4229 -2.2945
H 0.0705 1.5248 2.4441

Computed properties:
HOMO energy (spin up / spin down)	-8.858 / -8.857	eV
structure (SMILES)	[H]/N=C1\SCOC1=S
LUMO level (spin up / spin down)	-0.80 / -0.80	eV
relative energy (zero: lowest compared OMol25 entry of this formula, charge and spin)	1.8483	eV

natural (NBO) atomic charge list, values in e, 6 entries:
1. C 0.000
2. C 0.139
3. C -0.174
4. N -0.538
5. O -0.444
6. S 0.034

***

No. 5
Formula: H20O10
Source: the OMol25 dataset
Level of theory: the ωB97M-V functional and the def2-TZVPD basis

Positions of all 30 atoms, in Å:
O 8.6690 -20.4476 22.2652
H 9.4440 -20.0626 21.8562
H 8.8426 -20.3955 23.2051
O 4.7585 -17.9471 20.6351
H 4.7818 -18.7040 21.2207
H 5.4017 -18.1495 19.9557
O 14.2430 -20.7671 20.8326
H 14.9533 -20.1885 20.5552
H 13.7170 -20.8968 20.0434
O 15.5427 -15.7672 17.3557
H 14.6120 -15.8059 17.1351
H 15.8145 -14.8869 17.0958
O 6.5584 -23.0611 19.0179
H 7.1406 -22.6258 19.6406
H 6.2318 -23.8272 19.4898
O 6.6914 -18.4136 16.7571
H 6.1250 -17.7332 16.3932
H 6.2763 -19.2360 16.4970
O 10.5047 -17.9084 18.6762
H 10.8140 -17.5085 17.8635
H 9.6810 -18.3330 18.4365
O 12.2024 -16.2952 14.9887
H 11.8559 -15.4206 15.1651
H 12.1287 -16.3956 14.0396
O 11.3388 -13.9376 19.7973
H 12.2627 -13.9599 20.0465
H 11.0948 -14.8578 19.6976
O 13.1362 -20.9028 15.8019
H 12.9408 -19.9726 15.9152
H 12.4516 -21.2219 15.2139

Computed properties:
HOMO energy	-11.359	eV
structure (SMILES)	O.O.O.O.O.O.O.O.O.O
LUMO level	-0.09	eV
relative energy (zero: lowest compared OMol25 entry of this formula, charge and spin)	3.5145	eV

natural (NBO) atomic charge list, values in e, 6 entries:
1. O -0.944
2. H 0.473
3. H 0.471
4. O -0.939
5. H 0.468
6. H 0.471

***

No. 6
Formula: C9H14N3
Source: the OMol25 dataset
Level of theory: the ωB97M-V functional and the def2-TZVPD basis

Positions of all 26 atoms, in Å:
C -0.7314 3.6218 -0.7941
C 0.4320 3.5711 0.0241
C -1.3506 2.4455 -1.2497
C 0.9778 2.3220 0.3252
C -0.7531 1.2002 -0.9387
C 0.3651 1.1349 -0.1141
C 2.6091 -1.5453 0.6711
C -1.6516 -3.0645 -1.0225
C -1.1932 -2.4299 1.1988
N 1.9653 -0.4279 0.6819
N 0.7906 -0.1128 0.2193
N -0.9357 -2.3788 -0.2525
H -1.1156 4.5312 -0.9578
H 0.9820 4.5026 0.3402
H -2.2853 2.6688 -1.8018
H 1.8862 2.3994 0.9911
H -1.0985 0.3279 -1.2830
H 2.3415 -2.3553 0.1523
H 3.4109 -1.5983 1.3196
H -2.4573 -3.5762 -0.7432
H -1.3200 -2.9663 -2.0067
H -0.2077 -2.8720 1.5995
H -1.4981 -1.3911 1.3403
H -2.0547 -3.1772 1.2589
H 2.5523 0.1945 1.1842
H 0.3398 -1.0244 -0.1422

Computed properties:
HOMO energy (spin up / spin down)	-11.989 / -11.989	eV
net charge	+1
LUMO level (spin up / spin down)	-4.30 / -4.30	eV
relative energy (zero: lowest compared OMol25 entry of this formula, charge and spin)	4.2045	eV

natural (NBO) atomic charge list, values in e, 6 entries:
1. C -0.190
2. C -0.164
3. C -0.174
4. C -0.270
5. C -0.221
6. C 0.106

***

No. 7
Formula: C22H27IrN4O4S3Te
Source: the OMol25 dataset
Level of theory: the ωB97M-V functional and the def2-TZVPD basis

Positions of all 62 atoms, in Å:
Ir -0.3625 0.4248 -0.3876
O 3.9455 1.1484 2.9853
C 3.0244 0.5457 3.7483
C 3.3653 0.3055 5.0812
C 2.4713 -0.3034 5.9354
C 1.2104 -0.6877 5.4849
C 0.8676 -0.4557 4.1700
C 1.7544 0.1544 3.2785
C 1.3093 0.3578 1.8845
O 0.1206 -0.0536 1.5740
N 2.1198 0.9355 1.0295
N 1.6136 1.0628 -0.2779
C 2.5159 1.5559 -1.0707
S 2.3067 1.9264 -2.7542
C 4.0924 1.9690 -3.0912
C 4.7622 2.6395 -1.9164
S 4.1140 1.8657 -0.4143
H 3.5539 1.2731 2.0893
H 4.3460 0.6154 5.4165
H 2.7553 -0.4791 6.9654
H 0.5076 -1.1602 6.1575
H -0.1077 -0.7395 3.7984
H 4.2299 2.5263 -4.0172
H 4.4551 0.9503 -3.2291
H 4.5429 3.7065 -1.8903
H 5.8420 2.4931 -1.9222
Te -0.9371 1.2504 -2.8334
C 0.1713 -0.1129 -3.9764
C 0.9570 -1.1593 -3.5813
C 1.5772 -1.8436 -4.6655
C 1.2595 -1.3061 -5.8724
S 0.2148 0.0437 -5.6892
H 1.1211 -1.4183 -2.5433
H 2.2317 -2.6958 -4.5461
H 1.5821 -1.6255 -6.8501
C -1.5673 -2.1276 -0.6655
C -2.6352 -3.2416 -0.5055
N -3.8850 -2.6942 0.0036
C -3.6358 -2.0521 1.2895
C -2.5964 -0.9146 1.1504
N -2.1314 -0.8079 -0.2653
C -3.3271 -0.5534 -1.1217
C -4.3706 -1.6788 -0.9265
H -1.2386 -2.0342 -1.7011
H -0.6991 -2.3204 -0.0298
H -2.2869 -4.0106 0.1850
H -2.8309 -3.7207 -1.4653
H -3.2809 -2.8103 1.9893
H -4.5831 -1.6700 1.6720
H -1.7214 -1.1010 1.7678
H -2.9969 0.0584 1.4215
H -2.9879 -0.5042 -2.1505
H -3.7064 0.4282 -0.8570
H -4.5901 -2.1616 -1.8799
H -5.3084 -1.2799 -0.5375
C -3.1184 3.3311 0.7809
O -2.5230 2.1197 0.2886
C -1.1729 2.1133 0.2290
O -0.5120 3.0583 0.5642
H -4.1194 3.0614 1.1081
H -3.1725 4.0685 -0.0190
H -2.5360 3.7344 1.6047

Computed properties:
HOMO energy	-6.845	eV
LUMO level	-0.13	eV
relative energy (zero: lowest compared OMol25 entry of this formula, charge and spin)	0.1748	eV

natural (NBO) atomic charge list, values in e, 6 entries:
1. Ir 0.738
2. O -0.691
3. C 0.437
4. C -0.302
5. C -0.168
6. C -0.269

***

No. 8
Formula: C35H35Cl5IN5O7Sm
Source: the OMol25 dataset
Level of theory: the ωB97M-V functional and the def2-TZVPD basis

Positions of all 89 atoms, in Å:
Sm 0.6072 1.2934 1.5990
C -1.8578 3.5119 1.2091
C -0.8904 4.3933 1.8776
O 0.1630 3.5666 2.4747
C 0.5537 3.9900 3.7967
C 1.1812 2.8684 4.5438
O 1.9440 1.9793 3.6293
C 3.4282 2.1002 3.5951
C 3.8771 1.5325 2.2954
O 3.0286 2.0312 1.2790
C 3.4236 1.7258 -0.0472
C 2.5760 2.4539 -1.0332
O 1.2256 2.1694 -0.6500
C 0.2159 2.4168 -1.6110
C -0.9111 3.1614 -0.9308
O -1.1209 2.5306 0.4012
H -2.3945 2.9498 1.9751
H -2.4591 4.1110 0.5543
H -0.5059 5.2306 1.2845
H -1.4850 4.9129 2.7185
H 1.2627 4.8580 3.5900
H -0.3612 4.3711 4.2909
H 1.7841 3.1524 5.4146
H 0.3513 2.2958 4.9514
H 3.5778 3.2032 3.7012
H 3.8277 1.5410 4.4679
H 4.9086 1.8133 2.1009
H 3.8163 0.4144 2.3585
H 4.4590 2.0656 -0.1640
H 3.3548 0.6536 -0.1307
H 2.6872 3.5257 -0.8990
H 2.7940 2.1869 -2.0615
H 0.7093 3.0567 -2.3879
H -0.1999 1.4394 -2.0290
H -0.5688 4.1660 -0.7460
H -1.8673 3.2170 -1.4927
C -3.0979 -10.3474 -5.2486
O -2.0899 -10.1511 -4.2258
C -2.0053 -8.8941 -3.6482
C -3.0154 -7.8708 -3.6615
C -2.7117 -6.6575 -3.0934
C -1.4605 -6.3371 -2.5786
C -0.5938 -7.4448 -2.3183
C -0.8515 -8.6660 -2.8905
N -1.1834 -5.0095 -2.2022
N 0.0076 -4.8669 -1.7500
C 0.3312 -3.8117 -0.9640
C 1.6563 -3.7654 -0.5082
C 1.9979 -2.9337 0.5648
C 1.3249 -1.7151 0.7760
O 1.7993 -0.6862 1.3848
C -0.0246 -1.6109 0.1220
N -0.6384 -0.3773 0.2695
C -1.8254 -0.2828 -0.2599
C -2.5104 -1.3430 -0.8612
C -1.8890 -2.5270 -1.1214
C -0.5484 -2.6893 -0.6656
H -3.1778 -11.4375 -5.3720
H -2.7184 -9.8858 -6.1374
H -4.0689 -9.8682 -4.9899
H -3.9544 -7.9729 -4.1109
H -3.4239 -5.8403 -3.2553
H 0.3255 -7.1865 -1.8571
H -0.1060 -9.4594 -2.8001
H 2.3031 -4.5412 -0.8719
H 2.9022 -3.0229 1.1501
H -2.4074 0.6954 -0.1948
H -3.5439 -1.2231 -1.1685
H -2.3788 -3.3259 -1.6591
I 1.7577 -3.4765 5.2398
C 0.5002 -2.1154 4.3182
C -0.6727 -2.3126 3.5875
N -1.1559 -1.1417 3.1379
N -0.2908 -0.1500 3.5187
C 0.6223 -0.7185 4.3994
H -1.2152 -3.2116 3.3692
H -2.1527 -0.9515 2.9310
H 1.2992 -0.0793 4.9554
Cl 2.2597 5.9168 -0.8088
C 0.9255 6.7967 -1.2343
C -0.2968 6.1765 -1.1804
C -1.4578 6.7664 -1.7654
Cl -3.0623 6.1303 -1.4147
C -1.3275 7.9545 -2.4717
Cl -2.5731 8.6063 -3.4366
C -0.1192 8.6214 -2.4499
Cl 0.0154 10.1475 -3.2182
C 0.9973 8.1218 -1.7622
Cl 2.3888 9.0855 -1.4932

Computed properties:
HOMO energy (spin up / spin down)	-8.793 / -8.794	eV
net charge	+1
LUMO level (spin up / spin down)	-3.68 / -3.17	eV
spin multiplicity	6

Löwdin atomic charge list, values in e, 6 entries:
1. Sm 1.915
2. C -0.141
3. C -0.138
4. O -0.274
5. C -0.151
6. C -0.129

***

No. 9
Formula: C14H14BF9MnN6O
Source: the OMol25 dataset
Level of theory: the ωB97M-V functional and the def2-TZVPD basis

Positions of all 46 atoms, in Å:
H 0.9011 -2.2249 -2.1283
N 1.5591 -0.5918 -0.9161
B 3.0433 1.1409 0.2753
N 2.8280 -0.0471 -0.7041
C 3.7400 -0.7121 -1.4221
Mn -0.0909 0.3818 0.1526
H 4.7820 -0.4102 -1.3595
C 3.0919 -1.7132 -2.1268
H 3.5494 -2.4183 -2.7920
C 1.7273 -1.6162 -1.7854
H 4.1812 1.4906 0.3379
C -1.4673 1.2073 1.2778
H -2.4240 0.6985 1.1137
H -1.5572 2.2739 1.0463
H -1.1414 1.0839 2.3178
N 2.5215 0.6420 1.6533
N 2.1227 2.2852 -0.2432
N 1.2386 0.1222 1.7410
N 0.7727 2.0297 -0.4455
C 3.1169 0.5542 2.8524
C 2.3914 3.5529 -0.6073
H 4.1370 0.9036 2.9636
H 3.3961 3.9315 -0.5310
C 2.2162 -0.0094 3.7498
C 1.1959 4.1455 -1.0441
C 1.0450 -0.2712 3.0164
C 0.2020 3.1561 -0.9275
H 2.3665 -0.2029 4.7916
H 1.0576 5.1429 -1.3882
H 0.0942 -0.6756 3.3382
H -0.8623 3.1955 -1.1310
H -1.4367 -2.0419 0.1572
F -4.1408 0.5417 -0.3989
C -3.8990 -0.4339 -1.3109
F -5.1119 -0.8012 -1.7990
F -3.1990 0.1575 -2.3135
C -3.1356 -1.6656 -0.7227
O -1.7678 -1.3019 -0.4064
C -3.7229 -2.2142 0.6237
F -4.8763 -2.9053 0.4955
F -2.7792 -3.0304 1.2131
F -3.9268 -1.1913 1.4983
C -2.9939 -2.7815 -1.7882
F -4.1780 -3.3354 -2.1360
F -2.3894 -2.2830 -2.9014
F -2.1775 -3.7587 -1.2865

Computed properties:
HOMO energy (spin up / spin down)	-6.167 / -8.155	eV
LUMO level (spin up / spin down)	0.58 / 0.41	eV
relative energy (zero: lowest compared OMol25 entry of this formula, charge and spin)	0.0000	eV
spin multiplicity	6

natural (NBO) atomic charge list, values in e, 6 entries:
1. H 0.217
2. N -0.417
3. B 0.548
4. N -0.309
5. C 0.009
6. Mn 1.395

***

No. 10
Formula: C2H2S2
Source: the OMol25 dataset
Level of theory: the ωB97M-V functional and the def2-TZVPD basis

Positions of all 6 atoms, in Å:
C 0.1272 0.5041 -0.5052
C -0.2388 -0.0787 0.7639
S -1.0405 0.1844 -1.6411
S 0.9785 -1.1706 0.6719
H 1.1961 0.7492 -0.6560
H -1.0224 -0.1883 1.3665

Computed properties:
HOMO energy (spin up / spin down)	-8.857 / -8.856	eV
LUMO level (spin up / spin down)	-1.47 / -1.47	eV
relative energy (zero: lowest compared OMol25 entry of this formula, charge and spin)	1.7741	eV

Partial atomic charges computed with the natural (NBO) method, in multiples of e:
1. C -0.345
2. C -0.255
3. S -0.028
4. S 0.151
5. H 0.248
6. H 0.229